A molecular structure, C45H47N8O4Ru. Source: OMol25; level of theory: ωB97M-V with the def2-TZVPD basis set.

Each line ends with the Mulliken spin population.
Element x y z (Å)
1 Ru 0.6177 -0.1470 0.6070  2.2467
2 C 3.8543 0.9466 1.6449  0.0210
3 C 3.8135 1.8754 0.4602  -0.0205
4 C 2.4850 2.5613 0.2702  0.0108
5 C 2.3700 3.6155 -0.6186  0.0012
6 C 1.2350 4.4064 -0.5811  0.0040
7 C 0.2621 4.1428 0.3696  -0.0042
8 C 0.4175 3.0283 1.1707  -0.0223
9 N 1.4854 2.2097 1.1014  0.0263
10 N 3.0619 -0.2867 1.5346  0.0659
11 C 3.7957 -1.2745 0.7412  -0.0332
12 C 3.0446 -2.5696 0.6171  -0.0131
13 C 3.6947 -3.7382 0.2735  -0.0022
14 C 2.9565 -4.9061 0.1787  -0.0005
15 C 1.6066 -4.8723 0.4833  0.0043
16 C 1.0453 -3.6608 0.8509  0.0143
17 N 1.7455 -2.5205 0.8892  0.0774
18 C 2.8279 -0.7832 2.9019  0.0064
19 C 1.6916 -0.0747 3.5754  0.0179
20 C 1.8474 0.4510 4.8464  -0.0008
21 C 0.7693 1.0396 5.4859  0.0016
22 C -0.4388 1.0685 4.8250  0.0032
23 C -0.5111 0.5369 3.5480  0.0568
24 N 0.5284 -0.0171 2.9096  -0.0066
25 H 3.4945 1.4950 2.5113  -0.0043
26 H 4.8940 0.6735 1.8429  0.0026
27 H 4.1626 1.3914 -0.4525  0.0051
28 H 4.5317 2.6697 0.6666  0.0003
29 H 3.1811 3.8307 -1.3090  0.0007
30 H 1.1222 5.2375 -1.2703  -0.0001
31 H -0.6169 4.7666 0.4769  0.0032
32 H -0.3403 2.7706 1.8876  0.0097
33 H 4.7775 -1.4793 1.1818  -0.0011
34 H 3.9678 -0.8623 -0.2558  0.0186
35 H 4.7652 -3.7310 0.0795  0.0014
36 H 3.4345 -5.8335 -0.1140  -0.0001
37 H 0.9897 -5.7613 0.4416  0.0001
38 H 0.0061 -3.5966 1.1442  0.0088
39 H 3.7302 -0.6898 3.5098  -0.0009
40 H 2.5744 -1.8296 2.8603  -0.0036
41 H 2.8170 0.3865 5.3276  0.0000
42 H 0.8760 1.4604 6.4798  -0.0001
43 H -1.3273 1.5057 5.2670  0.0005
44 H -1.4464 0.5736 3.0231  -0.0425
45 O -2.9687 -0.4918 1.4239  0.0051
46 C -2.6636 0.8155 1.2464  0.2142
47 O -1.4993 1.1656 0.9052  0.1983
48 C -3.7180 1.7071 1.5292  -0.0298
49 C -3.5358 3.0997 1.2574  0.1280
50 C -4.5044 4.0086 1.5585  -0.0394
51 C -5.7063 3.5773 2.1750  0.1601
52 C -5.9009 2.2049 2.4781  -0.0373
53 C -4.9403 1.2941 2.1527  0.1387
54 N -6.7118 4.5189 2.4784  0.0295
55 O -7.7444 4.1369 3.0629  0.1134
56 O -6.5313 5.7135 2.1668  0.1119
57 H -2.6066 3.4209 0.7951  0.0287
58 H -4.3841 5.0582 1.3397  0.0064
59 H -6.8127 1.9111 2.9750  0.0108
60 H -5.0939 0.2438 2.3756  0.0296
61 N -2.5994 -2.7762 1.1936  0.0041
62 C -1.9281 -1.5180 1.4138  0.0553
63 N -0.9536 -1.4446 0.3697  0.0112
64 C -1.2065 -2.4773 -0.5582  0.0513
65 C -0.5803 -2.8347 -1.7391  0.0013
66 C -1.0367 -3.9589 -2.4487  -0.0118
67 C -2.0887 -4.7146 -1.9806  0.0198
68 C -2.7036 -4.3749 -0.7658  -0.0097
69 C -2.2468 -3.2691 -0.0840  0.0150
70 H -3.5654 -2.7890 1.4699  -0.0004
71 H -1.4788 -1.4875 2.3940  -0.0032
72 H 0.2443 -2.2523 -2.1182  -0.0258
73 H -0.5525 -4.2316 -3.3832  -0.0008
74 H -2.4310 -5.5781 -2.5383  0.0014
75 H -3.5201 -4.9711 -0.3659  -0.0002
76 C 3.7722 0.5747 -2.5290  0.0021
77 C 3.0962 -0.6051 -3.2408  0.0447
78 C 3.2385 -1.9224 -2.4733  0.0088
79 C 1.6372 -0.3295 -3.5750  0.1211
80 C 1.2995 -0.4336 -4.9071  -0.1007
81 C 0.0025 -0.2216 -5.3690  0.1741
82 C -0.9784 0.1385 -4.4649  -0.1206
83 C -0.7237 0.2699 -3.1116  0.1400
84 C -1.8669 0.7312 -2.2473  -0.0187
85 C -3.1441 -0.0888 -2.4613  0.0284
86 C -2.1363 2.2244 -2.4984  0.0318
87 C 0.6088 -0.0059 -2.5965  0.1353
88 N 0.9013 -0.0352 -1.2713  0.9109
89 H 4.8115 0.3367 -2.2749  -0.0005
90 H 3.2244 0.8213 -1.6258  -0.0111
91 H 3.7719 1.4637 -3.1692  -0.0014
92 H 3.6017 -0.7290 -4.1965  0.0016
93 H 2.6085 -1.9217 -1.5866  -0.0011
94 H 4.2785 -2.0901 -2.1658  -0.0013
95 H 2.9303 -2.7659 -3.0974  -0.0027
96 H 2.0830 -0.6862 -5.6144  0.0030
97 H -0.2290 -0.3240 -6.4225  0.0077
98 H -1.9902 0.3255 -4.8167  0.0056
99 H -1.5723 0.6231 -1.2349  0.0288
100 H -3.6487 0.1937 -3.3946  0.0001
101 H -3.8449 0.1037 -1.6428  -0.0035
102 H -2.9375 -1.1619 -2.4904  -0.0058
103 H -2.1976 2.4361 -3.5710  -0.0009
104 H -1.3421 2.8451 -2.0739  -0.0061
105 H -3.0848 2.5181 -2.0400  0.0019

Forces on atoms 1 to 2 (eV/Å):
Ru -0.7 -0.5 -0.3
C -0.1 0.0 0.1

Computed properties:
**Energy**: -70116.0336 eV
**Orbital gap (spin up / spin down)**: 4.60 / 6.15 eV
**HOMO (spin up / spin down)**: -4.840 / -7.259 eV
**2S+1**: 6
**Net charge**: 0
**LUMO energy (spin up / spin down)**: -0.2 / -1.1 eV
**Strongest force on any atom**: 1.0 eV/Å